[1]
{
  "formula": "C9H14FN2",
  "method": "ωB97M-V with the def2-TZVPD basis set",
  "total_energy_ha": -560.34073,
  "multiplicity": 1,
  "de_lowest_kj_mol": 209.67,
  "orbital_gap_ev": 8.409,
  "fmax_ha_per_bohr": 0.0844,
  "charge": 1,
  "species": ["C", "C", "C", "C", "C", "C", "C", "C", "C", "N", "N", "F", "H", "H", "H", "H", "H", "H", "H", "H", "H", "H", "H", "H", "H", "H"],
  "coordinates": [[-3.1888, 1.0897, -0.3825], [-2.9327, 0.5982, 0.9031], [-2.4710, 0.5582, -1.4492], [-1.9711, -0.3461, 1.1199], [-1.7319, -0.6428, -1.2875], [-1.4833, -1.0895, 0.0066], [2.8745, 2.1411, -0.1358], [-0.6400, -2.2584, 0.3065], [2.3105, 0.8436, -0.2568], [0.8443, -2.1711, 0.2479], [1.9800, 0.1213, 0.7448], [1.3552, -2.4291, -1.1060], [-3.8600, 1.9292, -0.5793], [-3.3749, 1.1815, 1.7147], [-2.7954, 0.7266, -2.4654], [-1.8757, -0.8683, 2.1136], [-1.2173, -1.0652, -2.1808], [2.2638, 2.6567, 0.4921], [3.2121, 2.7704, -0.9602], [3.6813, 2.1720, 0.4874], [-0.9701, -2.5861, 1.2984], [-1.0170, -3.1873, -0.3636], [2.1396, 0.3821, -1.2846], [1.2414, -2.8729, 0.9013], [2.0796, 0.3785, 1.7161], [1.3480, -0.6590, 0.4599]],
  "forces_ev_per_angstrom": [[0.893, 0.078, -0.468], [-0.199, 2.408, 0.200], [-1.210, -2.225, -0.206], [-0.625, -2.843, -0.021], [0.815, 1.327, -0.044], [0.734, 1.720, 0.012], [0.954, 0.872, -1.997], [-0.996, -3.841, -1.761], [0.052, -1.438, -1.762], [-0.921, 0.037, -0.267], [-0.441, 0.836, -1.064], [-0.863, -0.107, 1.887], [0.081, -0.395, 0.328], [-0.048, -0.654, 0.036], [0.329, 0.834, -0.151], [0.153, 1.123, -0.854], [-0.689, -0.033, 0.857], [-2.445, 2.035, 1.416], [-0.710, -0.635, -0.461], [2.791, -0.669, 1.786], [0.909, -0.119, 0.181], [1.089, 1.971, 1.234], [-0.068, 0.570, 1.475], [-0.006, 0.059, -1.241], [0.101, 0.338, 0.042], [0.319, -1.250, 0.841]]
}


[2]
{
  "formula": "C9H14N2O5",
  "method": "ωB97M-V with the def2-TZVPD basis set",
  "total_energy_ha": -837.00796,
  "multiplicity": 1,
  "de_lowest_kj_mol": 322.61,
  "orbital_gap_ev": 10.034,
  "fmax_ha_per_bohr": 0.1008,
  "species": ["C", "C", "C", "C", "C", "C", "C", "C", "C", "H", "H", "H", "H", "H", "H", "H", "H", "H", "H", "H", "H", "H", "H", "N", "N", "O", "O", "O", "O", "O"],
  "coordinates": [[1.2475, 0.3340, -0.1736], [0.1029, -0.5707, 0.4135], [2.4208, -0.6540, 0.2113], [3.8081, -0.0971, -0.3724], [-1.8258, 0.2327, -0.8115], [-2.1473, 1.3746, 0.1236], [-3.1563, -0.4308, -1.1826], [-3.0766, -1.9634, -0.7128], [-1.8727, -1.7749, 0.2983], [1.4057, 1.6892, 1.2175], [1.5033, 2.2592, -0.1927], [1.1122, 0.4722, -1.2297], [2.2031, -1.6285, -0.2802], [2.3397, -0.7707, 1.2773], [5.7727, -0.4541, -0.2533], [-1.2967, 0.7818, -1.7187], [-4.1172, 0.0246, -0.6649], [-3.3026, -0.2654, -2.2189], [-3.9656, -2.4467, -0.2528], [-2.7000, -2.4889, -1.6568], [-2.2829, -1.2720, 1.1624], [-1.3911, -2.7025, 0.6212], [-2.7952, 1.7356, 1.7232], [0.8711, 1.6148, 0.3374], [-1.0422, -0.8511, -0.2532], [0.3136, -0.9534, 1.6384], [3.9464, 0.8891, -1.1768], [4.8766, -0.7069, 0.1868], [-2.4541, 2.4560, -0.2459], [-2.2189, 0.9426, 1.4869]],
  "forces_ev_per_angstrom": [[-2.575, -3.657, -0.339], [1.717, -0.139, 4.487], [1.507, 2.440, -2.361], [0.200, 3.195, -1.277], [1.167, 1.560, -1.903], [0.633, -2.125, 1.527], [-2.887, -0.437, 1.760], [2.383, 1.165, -1.317], [-3.707, -2.762, 1.439], [-1.061, 0.079, 0.405], [-1.057, -0.114, 0.092], [0.298, -0.716, -0.778], [0.253, 0.645, 0.316], [0.800, -0.159, 0.351], [-2.476, -0.144, 0.836], [-1.055, -1.432, 1.655], [2.189, -0.456, -0.840], [-0.382, -0.335, -1.029], [0.599, 0.644, -0.540], [-0.674, 0.075, 1.510], [-0.525, -0.630, 0.853], [0.088, 0.275, -0.239], [1.006, -1.327, 0.902], [3.700, 2.077, 0.999], [2.619, 1.831, -1.718], [-1.344, 0.624, -4.547], [-0.919, -4.122, 3.001], [1.283, 0.153, -1.174], [-0.310, 0.774, 0.143], [-1.475, 3.018, -2.215]]
}


[3]
{
  "formula": "C9H14N2S",
  "method": "ωB97M-V with the def2-TZVPD basis set",
  "total_energy_ha": -858.93086,
  "multiplicity": 1,
  "de_lowest_kj_mol": 324.39,
  "orbital_gap_ev": 8.751,
  "fmax_ha_per_bohr": 0.0848,
  "species": ["C", "C", "C", "C", "C", "C", "C", "C", "C", "N", "N", "S", "H", "H", "H", "H", "H", "H", "H", "H", "H", "H", "H", "H", "H", "H"],
  "coordinates": [[-2.1997, 0.6803, 0.3944], [-1.8470, 0.6305, -0.9240], [-2.1918, -1.4321, -0.4276], [2.5907, -1.1204, 0.1790], [1.1098, -1.4284, 0.3699], [1.4808, -0.1610, -0.4719], [1.0082, 2.1517, -0.9082], [1.2088, 1.4556, 1.4809], [1.1793, 1.1721, 0.0235], [-2.4660, -0.6865, 0.7131], [-1.8284, -0.6643, -1.4177], [-2.7114, -3.0706, -0.6166], [-2.6288, 1.4104, 0.9620], [-1.5943, 1.4028, -1.6469], [3.2242, -0.6483, 1.0101], [3.1082, -1.6381, -0.5568], [0.6162, -2.2498, -0.1567], [0.7490, -1.1432, 1.2989], [1.5335, -0.3655, -1.5566], [1.1147, 2.0333, -2.0269], [0.6837, 3.2140, -0.6686], [-3.0522, -2.9954, -1.9083], [2.1707, 1.1243, 1.8813], [1.1948, 2.4473, 1.5162], [0.4306, 0.9702, 1.9475], [-2.8834, -1.0887, 1.5101]],
  "forces_ev_per_angstrom": [[-0.198, -3.591, -1.777], [0.202, -0.271, -0.644], [-0.835, 1.959, 0.478], [-1.625, 2.753, 1.769], [1.589, 0.978, -2.306], [1.332, -3.318, 0.223], [-0.318, 0.860, -0.027], [1.958, -2.747, -1.784], [0.548, 1.359, -2.536], [1.037, 0.360, -2.112], [0.266, 0.339, 0.349], [0.111, -1.148, 0.476], [-0.389, 1.934, 1.602], [-0.131, 0.059, 0.669], [-1.161, -1.092, -1.174], [0.961, -0.945, -0.997], [0.330, 0.225, 0.344], [-0.852, 0.040, 1.649], [-0.595, 0.605, 0.671], [-0.186, -0.438, 1.473], [0.639, -1.429, 0.151], [0.097, 0.292, 0.016], [-0.141, -0.122, 0.156], [-0.448, 4.232, 0.955], [-1.803, -0.855, 1.431], [-0.387, -0.038, 0.946]]
}


[4]
{
  "formula": "C9H14N2S",
  "method": "ωB97M-V with the def2-TZVPD basis set",
  "total_energy_ha": -858.91144,
  "multiplicity": 1,
  "de_lowest_kj_mol": 375.38,
  "orbital_gap_ev": [7.722, 7.573],
  "fmax_ha_per_bohr": 0.0968,
  "species": ["C", "C", "C", "C", "C", "C", "C", "C", "C", "N", "N", "S", "H", "H", "H", "H", "H", "H", "H", "H", "H", "H", "H", "H", "H", "H"],
  "coordinates": [[-1.3023, 1.4761, -1.5614], [-2.3605, 1.5267, -0.4657], [1.9900, -1.0304, 0.9004], [1.4953, 0.4334, 0.9038], [0.9477, -1.8632, 0.1879], [0.1012, 0.7525, 1.3273], [-0.4763, -1.5347, 0.6437], [-0.8792, -0.1046, 0.5957], [-1.3587, 2.5045, -2.7219], [-0.4033, 0.6743, -1.5304], [-2.1335, 0.4738, 0.4223], [-3.7472, 2.2903, -0.4745], [2.9426, -1.0481, 0.2965], [2.1445, -1.5414, 1.8429], [2.1097, 1.2043, 1.4367], [1.5395, 0.6941, -0.1769], [0.9895, -1.7127, -0.9780], [1.1975, -2.9521, 0.3266], [-0.1306, 0.3464, 2.3654], [-0.1052, 1.9058, 1.2313], [-1.0900, -2.3132, 0.1282], [-0.5693, -1.7409, 1.8021], [-2.4046, 2.6689, -2.9464], [-0.8338, 2.0018, -3.5189], [-0.8058, 3.3877, -2.4613], [-2.9096, 0.3261, 1.1048]],
  "forces_ev_per_angstrom": [[-1.960, 3.393, -0.403], [0.919, -2.798, 0.234], [0.370, 0.573, -0.906], [1.723, 1.116, -0.462], [0.407, -0.406, -2.406], [-1.354, 0.282, 0.844], [-1.150, -2.041, 1.763], [1.534, 2.170, -3.831], [-0.403, -1.558, 0.853], [2.280, -3.560, 2.631], [-1.516, -0.094, 0.738], [-1.479, 1.555, -0.049], [-0.787, -0.097, 0.868], [0.274, 0.505, 0.597], [0.205, -1.103, -0.368], [0.001, 0.159, 0.645], [-0.134, -0.030, 2.169], [-0.611, 0.938, 0.029], [0.610, 1.169, -0.382], [0.163, -2.367, 0.311], [-0.264, 1.166, 0.448], [0.246, -0.148, -1.820], [-0.016, 0.475, -0.302], [-0.026, 0.089, -0.485], [-0.071, 0.553, 0.213], [1.039, 0.060, -0.930]]
}